8 unconnected molecules or ions with the total composition C42H97N5O9 at a distorted geometry. Source: the OMol25 dataset; level of theory: the ωB97M-V functional and the def2-TZVPD basis.

Geometry as XYZ:
```
153
Properties=species:S:1:pos:R:3:lowdin_spin:R:1
C 12.2668 2.0748 -19.5405 0.01
C 11.6437 1.9173 -18.1577 0.00
C 10.2206 2.6477 -18.1015 0.00
O 11.7309 0.6138 -17.5620 0.00
H 11.9942 1.3185 -20.2766 0.01
H 13.3289 1.8412 -19.6142 0.00
H 12.0152 3.0593 -19.9348 0.00
H 12.2316 2.5656 -17.5080 0.00
H 10.4030 3.6977 -18.3300 0.00
H 9.7351 2.4078 -17.1555 0.00
H 9.5088 2.4893 -18.9117 0.00
C 8.7147 6.6707 -27.0152 0.00
C 7.9301 5.6548 -26.2130 0.00
C 8.2714 5.7726 -24.6972 0.00
N 7.6197 4.6095 -23.8579 0.00
C 8.7604 3.5077 -23.5598 0.02
C 9.9432 4.0206 -22.6695 0.04
C 9.4562 4.7068 -21.2992 0.00
C 8.2548 5.7049 -21.6178 0.00
C 7.1618 5.1310 -22.4434 0.00
C 6.4813 3.9358 -24.5476 0.00
H 8.4949 6.6525 -28.0827 0.00
H 9.7826 6.4524 -27.0139 0.00
H 8.5618 7.7047 -26.7062 0.00
H 8.1935 4.6690 -26.5964 0.00
H 6.8967 5.6870 -26.5581 0.00
H 7.8473 6.7032 -24.3201 0.00
H 9.3342 5.9491 -24.5313 0.00
H 9.1395 3.1786 -24.5273 0.03
H 8.3660 2.7662 -22.8650 0.00
H 10.3723 4.8929 -23.1625 0.01
H 10.7530 3.3119 -22.4966 0.03
H 10.2197 5.3305 -20.8342 0.00
H 9.0713 3.8767 -20.7067 0.00
H 8.7072 6.4766 -22.2406 0.00
H 7.8476 6.1347 -20.7026 0.00
H 6.3885 5.8866 -22.5822 0.00
H 6.7336 4.2190 -22.0275 0.00
H 5.7799 4.7397 -24.7712 0.00
H 6.0514 3.2402 -23.8268 0.00
H 6.8484 3.4352 -25.4435 0.00
C 10.3559 6.6452 -17.6005 0.00
C 9.2216 6.0180 -16.8064 0.00
C 7.9178 6.2135 -17.5682 0.00
N 6.6178 5.5204 -16.9417 0.00
C 5.4237 5.6039 -17.9586 0.00
C 4.0362 5.2840 -17.3940 0.00
C 3.7367 6.0794 -16.1645 0.00
C 4.8318 6.0246 -15.1368 0.00
C 6.2402 6.3576 -15.6996 0.00
C 6.9384 4.0617 -16.6613 0.00
H 11.2877 6.7503 -17.0449 0.00
H 9.9708 7.5476 -18.0756 0.00
H 10.5309 6.0856 -18.5193 0.00
H 9.0545 6.5455 -15.8673 0.00
H 9.3166 4.9446 -16.6423 0.00
H 8.0297 5.7577 -18.5520 0.00
H 7.8487 7.2841 -17.7613 0.00
H 5.4787 6.6466 -18.2712 0.00
H 5.7836 5.0326 -18.8142 0.00
H 3.3312 5.5087 -18.1944 0.00
H 4.0031 4.1951 -17.3597 0.00
H 3.6099 7.1119 -16.4903 0.00
H 2.8284 5.6041 -15.7942 0.00
H 4.5551 6.7221 -14.3462 0.00
H 4.8459 5.0333 -14.6838 0.00
H 6.1636 7.3898 -16.0414 0.00
H 6.9372 6.2345 -14.8706 0.00
H 7.6485 4.1576 -15.8400 0.00
H 7.2838 3.6326 -17.6019 0.00
H 5.9896 3.6131 -16.3670 0.00
C 18.5651 4.2903 -13.7104 0.00
C 17.3401 3.9328 -14.5580 0.00
C 17.4368 2.5837 -15.3447 0.00
N 16.4843 2.4756 -16.6008 0.00
C 16.8418 1.0766 -17.1760 0.01
C 15.9436 0.7470 -18.4479 0.01
C 16.1913 1.8423 -19.5229 0.03
C 16.0143 3.3209 -19.0494 0.01
C 16.5876 3.7147 -17.5919 0.00
C 14.9670 2.4192 -16.0321 0.00
H 18.9469 3.4804 -13.0887 0.00
H 18.2981 5.1421 -13.0849 0.00
H 19.4254 4.6467 -14.2770 0.00
H 17.1062 4.7499 -15.2405 0.00
H 16.4545 3.8134 -13.9338 0.00
H 17.3043 1.7076 -14.7100 0.00
H 18.4172 2.4401 -15.7988 0.00
H 17.9138 1.0850 -17.3731 0.00
H 16.7684 0.3393 -16.3766 0.00
H 16.3028 -0.1961 -18.8598 0.00
H 14.8752 0.7012 -18.2371 0.00
H 17.1479 1.7924 -20.0430 0.01
H 15.6484 1.6822 -20.4544 0.02
H 16.5374 4.0925 -19.6144 0.00
H 14.9428 3.5084 -19.1183 0.00
H 17.6660 3.7164 -17.7501 0.00
H 16.1465 4.6434 -17.2300 0.00
H 14.9683 1.6201 -15.2908 0.00
H 14.2444 2.3859 -16.8475 0.00
H 14.8266 3.3320 -15.4533 0.00
C 10.8694 -1.4078 -12.2949 0.00
N 11.5082 0.0066 -12.4804 0.00
C 11.5574 0.6804 -11.0436 0.00
C 12.8678 -0.4131 -13.1277 0.00
C 10.6586 0.7129 -13.4946 0.00
C 11.2860 1.8819 -14.1775 0.00
O 11.7686 2.7101 -13.1178 0.00
H 9.8141 -1.2097 -12.1074 0.00
H 11.5806 -1.9936 -11.7127 0.00
H 10.8527 -1.7489 -13.3300 0.00
H 11.5514 -0.2052 -10.4080 0.00
H 10.6786 1.3098 -10.9035 0.00
H 12.4365 1.3237 -11.0815 0.00
H 13.4575 0.4873 -13.2997 0.00
H 12.6530 -1.0504 -13.9855 0.00
H 13.4153 -1.0202 -12.4068 0.00
H 9.7265 0.8448 -12.9452 0.00
H 10.4289 -0.0190 -14.2689 0.00
H 10.5705 2.6367 -14.5037 0.00
H 11.9707 1.6491 -14.9930 0.00
H 12.1250 3.5514 -13.4126 0.00
C 14.1357 -2.5080 -23.5518 0.09
N 13.9918 -1.7437 -22.1712 0.00
C 15.3735 -1.5094 -21.4961 0.06
C 13.3138 -0.4082 -22.6301 0.16
C 12.9644 -2.5618 -21.2594 0.03
C 12.4689 -1.7303 -20.0484 0.01
O 13.3111 -1.2431 -19.1010 0.00
H 14.9731 -3.1696 -23.3301 0.01
H 14.5716 -1.9175 -24.3577 0.03
H 13.2917 -3.1166 -23.8763 0.02
H 15.7696 -2.5041 -21.2917 0.01
H 15.2966 -0.8449 -20.6355 0.00
H 16.1263 -1.0447 -22.1328 0.04
H 12.3274 -0.6296 -23.0378 0.07
H 13.9236 0.0929 -23.3818 0.10
H 13.4031 0.0832 -21.6612 0.01
H 13.4933 -3.4699 -20.9702 0.01
H 12.2078 -3.0375 -21.8834 0.01
H 11.7270 -2.1145 -19.3483 0.00
H 11.9416 -0.8363 -20.3813 0.00
H 12.7823 -0.7913 -18.4392 0.00
O 12.3911 4.5153 -15.1621 0.00
C 13.2555 5.3614 -14.6649 0.00
O 13.1315 5.7541 -13.5006 0.00
O 14.1033 5.8833 -15.4504 0.00
H 12.3462 4.7588 -16.0896 0.00
O 7.2092 1.5874 -21.3886 0.01
C 6.6381 1.7309 -20.1829 0.00
O 5.7475 2.6304 -19.9897 0.00
O 7.1263 1.0555 -19.2982 0.00
H 7.8684 0.9582 -21.0868 0.00
```

* net charge: +1
* Kohn-Sham gap (spin up / spin down): 1.8279 / 6.5347 eV
* largest force on an atom: 6.4 eV Å⁻¹
* calculated total energy: -2608.6850 hartree
* molecular weight: 816.3 g mol⁻¹
* ⟨S²⟩: 0.75
* 2S+1: 2

=====

2 unconnected molecules or ions with the total composition C3H4N2O2. Source: the OMol25 dataset; level of theory: the ωB97M-V functional and the def2-TZVPD basis.

Geometry as XYZ:
```
11
Properties=species:S:1:pos:R:3:nbo_charge:R:1
C 0.3840 -0.7410 1.2018 -0.44
N 0.1071 0.1390 0.0662 -0.36
C 0.7447 1.3871 0.0462 0.20
N -0.3773 1.5760 0.5404 -0.20
H 1.0923 -0.3297 1.9310 0.18
H -0.5647 -0.9528 1.7020 0.22
H 0.7713 -1.6816 0.7980 0.21
H 1.6513 1.8813 -0.2809 0.22
O -0.9094 0.5687 -2.4931 -0.54
C -1.2502 -0.4184 -1.9692 1.06
O -1.6492 -1.4286 -1.5423 -0.53
```

* Kohn-Sham gap: 10.5849 eV
* largest force on an atom: 0.8 eV Å⁻¹
* SMILES: CN1C=N1.O=C=O
* ΔE to the lowest compared entry with this formula, charge and spin: 88.8 kcal/mol
* calculated total energy: -376.6223 hartree
* molecular weight: 100.1 g mol⁻¹

=====

C13H18N4O4 in the gas phase at a distorted geometry. Source: the OMol25 dataset; level of theory: the ωB97M-V functional and the def2-TZVPD basis.

Geometry as XYZ:
```
39
Properties=species:S:1:pos:R:3:nbo_charge:R:1
N 3.4262 -2.3247 3.1078 -0.84
C 2.9011 -1.6843 4.1680 0.66
O 3.3217 -1.9664 5.2716 -0.61
C 1.9551 -0.4771 3.9539 -0.31
N 1.9341 0.3766 2.6808 -0.42
C 1.6448 1.8059 2.6076 -0.20
C 0.5717 1.9565 1.4788 -0.41
C 0.8968 0.8089 0.5728 -0.15
N -0.1853 0.5091 -0.3770 -0.43
C -1.5295 -0.0500 0.0488 -0.33
C -2.5621 -0.4623 -0.9799 0.68
O -3.7252 -0.6777 -0.6358 -0.62
N -2.1834 -0.5223 -2.3015 -0.43
C -3.1839 -0.5449 -3.4237 -0.20
C -2.3087 -0.3759 -4.6586 -0.42
C -1.1768 0.4283 -4.0917 -0.41
C -0.7889 -0.1964 -2.7147 -0.11
C 0.0168 0.7254 -1.7372 0.69
O 0.9892 1.3211 -2.1761 -0.60
C 1.2894 -0.2133 1.6292 0.68
O 1.0309 -1.3890 1.5706 -0.63
H 4.0566 -3.1669 3.2398 0.42
H 2.6975 -2.2415 2.3362 0.42
H 0.9640 -0.8253 4.1187 0.23
H 2.2500 0.2727 4.7452 0.24
H 2.4988 2.5582 2.4993 0.20
H 1.2575 2.0349 3.5586 0.20
H 0.6886 2.9469 1.0683 0.23
H -0.3773 1.8937 1.9302 0.21
H 1.7924 1.1224 -0.0556 0.28
H -1.9737 0.7422 0.7034 0.22
H -1.5969 -0.8582 0.7398 0.25
H -3.9191 0.3844 -3.3512 0.20
H -3.6971 -1.4701 -3.4820 0.22
H -2.0065 -1.3478 -5.0411 0.21
H -2.9134 0.1778 -5.4292 0.22
H -0.2716 0.3826 -4.7131 0.23
H -1.4836 1.4687 -4.1305 0.22
H -0.3002 -1.1222 -2.7305 0.22
```

* Kohn-Sham gap: 9.9661 eV
* largest force on an atom: 4.5 eV Å⁻¹
* SMILES: NC(=O)CN1CC[C@H](N2CC(=O)N3CCC[C@H]3C2=O)C1=O
* ΔE to the lowest compared entry with this formula, charge and spin: 34.9 kcal/mol
* calculated total energy: -1026.1585 hartree
* molecular weight: 294.3 g mol⁻¹

=====

C13H19Br2ClINO5 in the gas phase at a distorted geometry. Source: the OMol25 dataset; level of theory: the ωB97M-V functional and the def2-TZVPD basis.

Geometry as XYZ:
```
42
Properties=species:S:1:pos:R:3:nbo_charge:R:1
C 2.9723 -1.4848 0.6289 -0.65
C 1.9262 -1.1659 -0.4143 -0.23
Br 2.5689 -1.9348 -2.1010 0.00
C 1.5893 0.3185 -0.6731 -0.32
Br 2.6132 1.5421 0.4447 0.05
C 0.1037 0.7245 -0.7387 0.04
Cl -0.6143 -0.3536 -2.0144 -0.05
C -0.0398 2.1996 -1.1797 -0.44
C 0.9904 2.8285 -2.1128 -0.09
O 0.6018 2.6901 -3.4699 -0.28
O 1.2329 1.5044 -3.9879 -0.45
C -0.2465 2.9269 0.1252 0.81
O -0.2222 4.1119 0.3134 -0.53
O -0.4891 2.0267 1.1119 -0.52
C -0.8274 0.7388 0.5277 0.30
C -0.6739 -0.2817 1.6468 -0.45
C -1.2776 -1.6846 1.3687 -0.45
C -0.4768 -2.8901 1.8959 -0.22
N -0.4075 -4.0685 1.0216 -0.81
C -2.3166 0.8137 0.1079 -0.59
C -3.1909 1.4797 1.1414 0.52
O -3.3928 2.6495 1.2031 -0.47
I -4.3068 0.1825 2.4980 0.00
H 2.7192 -1.0843 1.6069 0.23
H 3.9376 -1.0765 0.3382 0.23
H 3.0877 -2.5627 0.7188 0.23
H 0.9987 -1.6910 -0.2380 0.22
H 1.9517 0.5387 -1.6711 0.27
H -0.9656 2.2727 -1.7516 0.27
H 1.9900 2.4241 -2.0013 0.21
H 1.0457 3.8973 -1.9064 0.24
H 0.5013 0.8691 -4.0038 0.47
H 0.3592 -0.3625 1.9737 0.22
H -1.2037 0.1636 2.4887 0.24
H -1.4782 -1.8233 0.3069 0.21
H -2.2523 -1.7194 1.8516 0.23
H -0.9227 -3.2298 2.8286 0.20
H 0.5375 -2.6016 2.1281 0.18
H -1.3450 -4.3365 0.7427 0.35
H 0.0743 -3.8363 0.1586 0.35
H -2.4339 1.4465 -0.7694 0.25
H -2.7177 -0.1614 -0.1447 0.26
```

* Kohn-Sham gap: 9.9106 eV
* largest force on an atom: 1.2 eV Å⁻¹
* SMILES: C[C@H](Br)[C@H](Br)[C@]1(Cl)[C@H](COO)C(=O)O[C@@]1(CCCN)CC(=O)I
* calculated total energy: -6843.5449 hartree
* molecular weight: 591.5 g mol⁻¹

=====

3 unconnected molecules or ions with the total composition C2H11N2O2 at a distorted geometry. Source: the OMol25 dataset; level of theory: the ωB97M-V functional and the def2-TZVPD basis.

Geometry as XYZ:
```
17
Properties=species:S:1:pos:R:3:lowdin_spin:R:1
C 0.1314 0.8704 -1.4938 0.16
C -0.8618 -0.1707 -1.3956 0.45
N -1.4239 -0.4244 -0.0213 0.06
N 0.9927 0.9878 -0.4735 0.26
H 0.4500 1.5420 -2.3108 0.03
H -1.4977 -0.6825 -2.2780 0.01
H -0.9502 0.0002 0.6942 0.00
H -1.2773 -1.4508 0.0366 0.01
H -2.4399 -0.2100 0.1393 0.01
H 1.8157 0.3585 -0.7048 0.02
H 1.1620 1.9886 -0.3496 0.00
H -2.5545 -3.1377 2.3291 0.00
H -1.3728 -3.9078 1.9798 0.00
O -1.9003 -3.2377 1.6953 0.00
H 2.8328 2.4536 0.0559 0.00
H 3.2415 2.5212 1.4997 0.00
O 3.6522 2.4993 0.5974 0.00
```

* net charge: +2
* Kohn-Sham gap (spin up / spin down): 6.9968 / 4.1108 eV
* largest force on an atom: 4.7 eV Å⁻¹
* ΔE to the lowest compared entry with this formula, charge and spin: 106.6 kcal/mol
* calculated total energy: -341.9318 hartree
* molecular weight: 95.1 g mol⁻¹
* ⟨S²⟩: 0.77
* 2S+1: 2

=====

Question: Which formula does entry 5 have?
Answer: C2H11N2O2

=====

Question: Which value of calculated total energy does entry 4 give?
Answer: -6843.5449 hartree

=====

Question: calculated total energy of number 4 (C13H19Br2ClINO5)?
Answer: -6843.5449 hartree